A 16-piece molecular cluster, C78H204N16O23 overall at a distorted geometry. Source: OMol25; level of theory: the ωB97M-V functional and the def2-TZVPD basis.

Last columns: bonded neighbours and bond lengths (Å).
Positions of all 321 atoms, in Å:
1 H 6.276 -2.187 5.604  C6 1.090
2 H -7.601 -1.168 0.786  C243 1.090
3 C -4.210 2.131 5.828  C40 1.560, H141 1.090, N155 1.446, C231 1.569
4 N -0.504 -4.685 1.109  H114 1.010, C221 1.466, H224 1.010
5 H 4.609 -2.773 5.359  C6 1.090
6 C 5.230 -1.891 5.523  H1 1.090, H5 1.090, H232 1.090, C260 1.509
7 H -1.758 1.655 9.148  C234 1.090
8 H -3.328 2.732 -9.041  C39 1.090
9 C 0.436 -0.782 2.690  H256 1.090, H275 1.090, C281 1.560, O303 1.391
10 H -1.445 6.911 -5.916  C120 1.090
11 H -5.107 -1.059 -3.494  C146 1.090
12 C 2.232 5.909 -3.221  N97 1.453, H129 1.090, H187 1.090, C219 1.542
13 C -0.578 5.677 4.650  H64 1.090, C108 1.535, C118 1.498, N209 1.428
14 H 2.337 -1.830 -3.535  C201 1.090
15 H 3.783 -4.371 4.202  C184 1.090
16 H -6.596 -1.330 -2.488  C146 1.090
17 C 4.949 2.741 -2.490  N34 1.513, H65 1.090, C87 1.513, H121 1.090
18 H 2.889 -8.861 -2.348  C150 1.090
19 H 1.735 -0.934 0.964  C281 1.090
20 C -0.007 1.251 -1.754  O96 1.434, C107 1.579, H233 1.090, H285 1.090
21 O -1.514 3.543 3.553  C108 1.428, C119 1.441
22 C 3.242 4.129 2.228  H61 1.090, O71 1.407, H111 1.090, C313 1.571
23 O 4.988 -0.918 -2.855  C215 1.447, C288 1.431
24 H -3.299 -4.587 -1.488  N41 1.010
25 H 0.870 -2.780 8.191  C250 1.090
26 H 6.363 -1.268 2.886  C238 1.090
27 C 1.269 -4.877 2.823  O166 1.426, C221 1.542, H255 1.090, H266 1.090
28 H 2.354 -5.214 4.952  C184 1.090
29 H 1.456 -9.638 -3.062  C150 1.090
30 H 3.093 7.627 2.655  C85 1.090
31 H 3.375 5.785 0.759  C313 1.090
32 H -7.433 0.333 -6.133  C181 1.090
33 H -5.187 -3.805 2.229  C312 1.090
34 N 3.892 1.680 -2.279  C17 1.513, H49 1.010, C280 1.493
35 H 0.953 2.373 -5.191  C43 1.090
36 H -1.450 3.431 9.112  C234 1.090
37 H 2.509 9.876 -2.979  C278 1.090
38 N 2.405 -6.542 -3.722  H74 1.010, C148 1.464, C159 1.435
39 C -2.485 2.591 -8.364  H8 1.090, O51 1.396, H188 1.090, H248 1.090
40 C -4.542 0.889 4.944  C3 1.560, H145 1.090, H163 1.090, H226 1.090
41 N -2.370 -4.225 -1.325  H24 1.010, C81 1.497, C223 1.439
42 N 3.494 -0.525 4.674  H153 1.010, H213 1.010, C260 1.474
43 C 0.784 2.860 -6.151  H35 1.090, H79 1.090, H126 1.090, C292 1.544
44 O 0.211 5.957 -1.708  C219 1.481, C310 1.406
45 H -6.942 -4.973 4.518  C192 1.090
46 H -4.112 4.124 5.433  N155 1.010
47 H 1.791 3.185 7.715  C189 1.090
48 H -1.718 7.469 5.217  C118 1.090
49 H 4.122 0.992 -1.576  N34 1.010
50 H -6.973 -9.495 1.984  C147 1.090
51 O -2.805 1.644 -7.389  C39 1.396, C306 1.394
52 C -3.459 -0.551 -6.735  H92 1.090, N144 1.482, H240 1.090, C306 1.532
53 H 1.075 -5.521 -4.994  C148 1.090
54 H -1.356 0.455 -4.077  C157 1.090
55 C 2.133 -1.168 8.726  H101 1.090, H170 1.090, C250 1.505, N279 1.480
56 H -2.321 1.893 2.582  C119 1.090
57 H -4.701 0.786 -4.948  C263 1.090
58 H -1.067 -6.778 -1.854  C140 1.090
59 N 0.342 0.571 0.622  H60 1.010, C107 1.450, C281 1.484
60 H -0.331 -0.112 0.303  N59 1.010
61 H 2.678 3.386 1.662  C22 1.090
62 H -1.073 -6.356 -3.622  C140 1.090
63 C -3.022 2.822 -3.779  C116 1.488, H117 1.090, H264 1.090, H315 1.090
64 H -0.678 5.128 5.586  C13 1.090
65 H 5.812 2.213 -2.895  C17 1.090
66 H 3.365 1.556 -4.380  C280 1.090
67 O -2.846 2.843 7.712  C231 1.374, C234 1.407
68 H -2.275 -8.363 0.890  C202 1.090
69 H -6.154 -5.795 3.140  C192 1.090
70 C -4.237 -7.952 2.946  C124 1.556, H247 1.090, O249 1.474, H321 1.090
71 O 4.639 4.000 2.118  C22 1.407, C208 1.434
72 O 3.315 9.589 -1.199  C220 1.447, C278 1.347
73 H -0.494 -4.321 -2.144  C81 1.090
74 H 1.913 -6.151 -2.932  N38 1.010
75 H 5.496 0.087 4.780  C260 1.090
76 H -6.623 -2.407 4.581  C137 1.090
77 H 1.690 1.567 9.330  C136 1.090
78 O -2.875 -6.629 -2.812  C140 1.394, C290 1.444
79 H 1.411 3.750 -6.213  C43 1.090
80 H -0.744 -2.749 3.844  C113 1.090
81 C -1.480 -4.678 -2.441  N41 1.497, H73 1.090, C140 1.557, H267 1.090
82 H 0.092 -8.205 0.031  C132 1.090
83 H 5.307 9.203 -1.873  C220 1.090
84 H -6.693 -8.663 3.534  C147 1.090
85 C 3.508 6.623 2.745  H30 1.090, H245 1.090, H282 1.090, C313 1.516
86 H 1.027 6.220 3.601  N209 1.010
87 C 5.419 3.505 -1.271  C17 1.513, H127 1.090, H191 1.090, O295 1.419
88 H 1.110 -2.197 -2.356  C201 1.090
89 H -5.317 -0.654 -7.414  N144 1.010
90 H -7.531 -4.717 2.887  C192 1.090
91 H 3.000 -0.085 7.214  N279 1.010
92 H -2.954 -0.340 -5.792  C52 1.090
93 H 2.846 -2.670 -1.989  C201 1.090
94 H -0.857 -1.068 -3.917  C157 1.090
95 H 5.778 -2.509 -3.814  C215 1.090
96 O -0.460 -0.042 -2.178  C20 1.434, C157 1.429
97 N 2.951 6.641 -2.193  C12 1.453, C230 1.433, H316 1.010
98 H 4.524 8.309 -0.598  C220 1.090
99 H 0.141 -9.667 -0.959  C132 1.090
100 H 2.723 0.322 -3.319  C280 1.090
101 H 1.671 -1.061 9.707  C55 1.090
102 N 0.338 0.647 -6.837  H193 1.010, H195 1.010, C292 1.468
103 H 0.598 -6.319 1.464  C221 1.090
104 H 3.629 7.924 -3.589  C230 1.090
105 H 1.996 10.940 -1.664  C278 1.090
106 H -6.006 -0.827 1.473  C243 1.090
107 C 1.003 1.114 -0.548  C20 1.579, N59 1.450, H123 1.090, H130 1.090
108 C -0.600 4.639 3.520  C13 1.535, O21 1.428, H151 1.090, H265 1.090
109 O 3.325 2.722 -7.595  C258 1.423, C269 1.458
110 H 1.656 -8.986 -0.200  C132 1.090
111 H 2.981 4.037 3.282  C22 1.090
112 H -2.713 0.193 -0.793  C301 1.090
113 C -1.350 -2.193 3.128  H80 1.090, H214 1.090, H246 1.090, O303 1.402
114 H -0.998 -4.925 0.261  N4 1.010
115 H 4.861 0.384 0.177  C254 1.090
116 C -3.572 4.203 -3.859  C63 1.488, C143 1.566, N200 1.470, H298 1.090
117 H -1.938 2.893 -3.693  C63 1.090
118 C -1.690 6.666 4.481  C13 1.498, H48 1.090, H158 1.090, H237 1.090
119 C -1.395 2.466 2.602  O21 1.441, H56 1.090, H134 1.090, H206 1.090
120 C -1.020 5.911 -6.005  H10 1.090, H204 1.090, H205 1.090, O320 1.405
121 H 4.800 3.517 -3.240  C17 1.090
122 H -5.889 -10.257 3.204  C147 1.090
123 H 1.385 2.085 -0.233  C107 1.090
124 C -3.487 -6.912 2.065  C70 1.556, H152 1.090, C202 1.502, N235 1.413
125 H 1.500 3.494 4.898  C168 1.090
126 H -0.252 3.198 -6.127  C43 1.090
127 H 5.804 2.710 -0.634  C87 1.090
128 H -1.704 -6.947 2.812  N235 1.010
129 H 2.926 5.191 -3.659  C12 1.090
130 H 1.768 0.428 -0.911  C107 1.090
131 H -5.362 3.655 -3.171  N200 1.010
132 C 0.698 -8.774 -0.674  H82 1.090, H99 1.090, H110 1.090, O171 1.392
133 H -3.298 -2.480 0.797  C182 1.090
134 H -1.229 2.888 1.611  C119 1.090
135 H -2.030 -5.585 2.135  N235 1.010
136 C 1.884 1.211 8.318  H77 1.090, H175 1.090, C189 1.561, N279 1.476
137 C -6.205 -2.381 3.574  H76 1.090, O156 1.433, H284 1.090, C312 1.554
138 H 2.564 0.932 -8.350  C269 1.090
139 H 0.517 7.421 4.514  N209 1.010
140 C -1.553 -6.218 -2.653  H58 1.090, H62 1.090, O78 1.394, C81 1.557
141 H -5.101 2.307 6.431  C3 1.090
142 H -2.051 -0.093 -8.268  C306 1.090
143 C -3.016 4.951 -5.117  C116 1.566, H253 1.090, H273 1.090, O320 1.434
144 N -4.921 -0.536 -6.492  C52 1.482, H89 1.010, C263 1.454
145 H -5.049 0.033 5.391  C40 1.090
146 C -6.114 -0.719 -3.250  H11 1.090, H16 1.090, H149 1.090, O287 1.384
147 C -6.253 -9.320 2.784  H50 1.090, H84 1.090, H122 1.090, O249 1.410
148 C 2.146 -5.583 -4.798  N38 1.464, H53 1.090, C178 1.549, H239 1.090
149 H -6.120 0.296 -2.852  C146 1.090
150 C 1.876 -8.694 -2.714  H18 1.090, H29 1.090, C159 1.547, O171 1.446
151 H 0.352 4.146 3.322  C108 1.090
152 H -4.168 -6.144 1.699  C124 1.090
153 H 3.307 -0.192 3.739  N42 1.010
154 H 2.615 -8.340 -4.747  C159 1.090
155 N -3.961 3.251 4.948  C3 1.446, H46 1.010, H161 1.010
156 O -7.300 -1.982 2.741  C137 1.433, C243 1.472
157 C -0.530 -0.076 -3.605  H54 1.090, H94 1.090, O96 1.429, H172 1.090
158 H -2.662 6.173 4.499  C118 1.090
159 C 1.952 -7.870 -4.021  N38 1.435, C150 1.547, H154 1.090, H302 1.090
160 H 4.720 2.315 3.388  C208 1.090
161 H -2.980 3.178 4.718  N155 1.010
162 H 1.500 -5.065 -0.640  C218 1.090
163 H -3.673 0.565 4.372  C40 1.090
164 N 1.581 5.736 1.535  C313 1.418, H317 1.010, H318 1.010
165 H -0.247 -1.213 5.633  C241 1.090
166 O 2.540 -5.512 2.940  C27 1.426, C184 1.452
167 H -5.493 5.003 -4.039  N200 1.010
168 C 1.581 2.468 5.257  H125 1.090, H199 1.090, H283 1.090, O299 1.448
169 H 7.833 5.629 -0.536  C305 1.090
170 H 2.941 -1.898 8.779  C55 1.090
171 O 0.935 -8.040 -1.833  C132 1.392, C150 1.446
172 H 0.438 0.084 -4.081  C157 1.090
173 O -4.171 -1.183 -0.363  C182 1.411, C301 1.387
174 H 2.808 -5.268 0.610  C218 1.090
175 H 0.959 1.012 7.776  C136 1.090
176 H -0.411 4.288 -0.664  C310 1.090
177 H -4.438 -3.178 -0.374  C182 1.090
178 C 2.630 -4.197 -4.304  C148 1.549, H197 1.090, H198 1.090, O222 1.475
179 H -2.157 1.789 6.104  C231 1.090
180 H -6.512 -2.464 0.878  C243 1.090
181 C -6.763 0.422 -5.278  H32 1.090, C263 1.523, O287 1.462, H289 1.090
182 C -3.616 -2.475 -0.245  H133 1.090, O173 1.411, H177 1.090, C223 1.511
183 H 2.118 0.411 1.956  C281 1.090
184 C 3.167 -5.270 4.228  H15 1.090, H28 1.090, O166 1.452, H225 1.090
185 H -1.824 -1.021 6.577  C241 1.090
186 H 6.959 -1.251 -3.634  C215 1.090
187 H 1.948 6.501 -4.091  C12 1.090
188 H -2.182 3.509 -7.862  C39 1.090
189 C 2.512 2.392 7.513  H47 1.090, C136 1.561, H277 1.090, O299 1.418
190 H -3.767 -7.778 0.186  C202 1.090
191 H 4.557 4.034 -0.863  C87 1.090
192 C -6.629 -4.874 3.478  H45 1.090, H69 1.090, H90 1.090, C312 1.507
193 H -0.576 0.902 -6.490  N102 1.010
194 H 4.961 2.233 -6.256  C258 1.090
195 H 0.240 0.155 -7.714  N102 1.010
196 H 1.561 -2.040 6.843  C250 1.090
197 H 2.581 -3.472 -5.116  C178 1.090
198 H 3.679 -4.257 -4.015  C178 1.090
199 H 0.632 2.166 5.700  C168 1.090
200 N -5.030 4.105 -4.012  C116 1.470, H131 1.010, H167 1.010
201 C 2.072 -2.531 -2.744  H14 1.090, H88 1.090, H93 1.090, O222 1.371
202 C -2.915 -7.485 0.800  H68 1.090, C124 1.502, H190 1.090, H294 1.090
203 H -4.756 -4.301 4.987  N228 1.010
204 H 0.069 5.897 -5.977  C120 1.090
205 H -1.277 5.491 -6.978  C120 1.090
206 H -0.585 1.802 2.903  C119 1.090
207 H -1.573 -2.304 -1.054  C223 1.090
208 C 5.178 2.723 2.487  O71 1.434, H160 1.090, H216 1.090, H296 1.090
209 N 0.635 6.418 4.510  C13 1.428, H86 1.010, H139 1.010
210 H 3.616 11.198 -2.371  C278 1.090
211 H -3.717 0.379 -8.664  C306 1.090
212 H -4.018 -8.167 -3.020  C290 1.090
213 H 3.263 0.165 5.375  N42 1.010
214 H -1.917 -2.965 2.608  C113 1.090
215 C 6.141 -1.753 -3.117  O23 1.447, H95 1.090, H186 1.090, H309 1.090
216 H 6.248 2.909 2.583  C208 1.090
217 H 5.047 1.701 -8.004  C258 1.090
218 C 1.860 -4.795 0.353  H162 1.090, H174 1.090, C221 1.546, H314 1.090
219 C 1.100 5.113 -2.540  C12 1.542, O44 1.481, H274 1.090, H291 1.090
220 C 4.380 8.696 -1.607  O72 1.447, H83 1.090, H98 1.090, C230 1.598
221 C 0.816 -5.253 1.398  N4 1.466, C27 1.542, H103 1.090, C218 1.546
222 O 1.784 -3.804 -3.161  C178 1.475, C201 1.371
223 C -2.527 -2.797 -1.243  N41 1.439, C182 1.511, H207 1.090, H300 1.090
224 H -0.355 -3.688 1.155  N4 1.010
225 H 3.810 -6.065 4.604  C184 1.090
226 H -5.201 1.160 4.119  C40 1.090
227 H -4.173 0.579 0.054  C301 1.090
228 N -4.459 -4.039 4.058  H203 1.010, H259 1.010, C312 1.455
229 H 6.087 -0.902 0.574  C254 1.090
230 C 3.979 7.538 -2.632  N97 1.433, H104 1.090, C220 1.598, H270 1.090
231 C -3.004 1.838 6.788  C3 1.569, O67 1.374, H179 1.090, H262 1.090
232 H 4.979 -1.538 6.523  C6 1.090
233 H -0.857 1.904 -1.556  C20 1.090
234 C -1.740 2.554 8.533  H7 1.090, H36 1.090, O67 1.407, H242 1.090
235 N -2.444 -6.261 2.761  C124 1.413, H128 1.010, H135 1.010
236 H -1.499 4.724 -1.925  C310 1.090
237 H -1.647 7.126 3.493  C118 1.090
238 C 5.286 -1.272 3.057  H26 1.090, H257 1.090, C260 1.572, O319 1.441
239 H 2.727 -5.787 -5.698  C148 1.090
240 H -3.093 -1.552 -6.961  C52 1.090
241 C -0.848 -1.500 6.497  H165 1.090, H185 1.090, H268 1.090, O271 1.432
242 H -0.924 2.358 7.838  C234 1.090
243 C -6.807 -1.564 1.419  H2 1.090, H106 1.090, O156 1.472, H180 1.090
244 H -2.868 -0.126 1.005  C301 1.090
245 H 4.581 6.752 2.602  C85 1.090
246 H -2.116 -1.549 3.560  C113 1.090
247 H -4.567 -7.503 3.884  C70 1.090
248 H -1.680 2.328 -9.051  C39 1.090
249 O -5.241 -8.617 2.097  C70 1.474, C147 1.410
250 C 1.116 -1.790 7.806  H25 1.090, C55 1.505, H196 1.090, O271 1.463
251 H 4.583 -1.404 0.372  C254 1.090
252 H 5.181 3.391 -7.501  C258 1.090
253 H -3.522 5.916 -5.156  C143 1.090
254 C 5.084 -0.514 0.753  H115 1.090, H229 1.090, H251 1.090, O319 1.431
255 H 1.361 -3.802 2.980  C27 1.090
256 H 1.077 -1.372 3.346  C9 1.090
257 H 4.769 -2.227 2.967  C238 1.090
258 C 4.687 2.442 -7.291  O109 1.423, H194 1.090, H217 1.090, H252 1.090
259 H -3.879 -4.808 3.756  N228 1.010
260 C 4.931 -0.807 4.516  C6 1.509, N42 1.474, H75 1.090, C238 1.572
261 H -1.365 5.708 -0.427  C310 1.090
262 H -3.179 0.858 7.234  C231 1.090
263 C -5.358 0.671 -5.810  H57 1.090, N144 1.454, C181 1.523, H311 1.090
264 H -3.250 2.309 -4.713  C63 1.090
265 H -0.791 5.193 2.601  C108 1.090
266 H 0.587 -5.277 3.573  C27 1.090
267 H -1.816 -4.226 -3.374  C81 1.090
268 H -1.145 -2.547 6.553  C241 1.090
269 C 2.524 1.515 -7.429  O109 1.458, H138 1.090, C292 1.513, H293 1.090
270 H 4.880 6.997 -2.922  C230 1.090
271 O -0.120 -1.026 7.635  C241 1.432, C250 1.463
272 H -2.670 -8.368 -4.139  C290 1.090
273 H -3.179 4.496 -6.094  C143 1.090
274 H 0.566 4.680 -3.385  C219 1.090
275 H -0.177 -0.070 3.242  C9 1.090
276 H 7.142 4.296 0.335  C305 1.090
277 H 3.470 2.634 7.973  C189 1.090
278 C 2.857 10.455 -2.124  H37 1.090, O72 1.347, H105 1.090, H210 1.090
279 N 2.785 0.048 8.191  C55 1.480, H91 1.010, C136 1.476
280 C 3.611 0.917 -3.531  N34 1.493, H66 1.090, H100 1.090, C288 1.472
281 C 1.270 -0.134 1.541  C9 1.560, H19 1.090, N59 1.484, H183 1.090
282 H 3.529 6.280 3.779  C85 1.090
283 H 1.624 1.822 4.380  C168 1.090
284 H -5.409 -1.638 3.601  C137 1.090
285 H 0.637 1.709 -2.506  C20 1.090
286 H 5.486 0.609 -4.298  C288 1.090
287 O -6.898 -0.732 -4.391  C146 1.384, C181 1.462
288 C 4.677 -0.019 -3.924  O23 1.431, C280 1.472, H286 1.090, H307 1.090
289 H -7.025 1.358 -4.784  C181 1.090
290 C -2.943 -8.034 -3.138  O78 1.444, H212 1.090, H272 1.090, H304 1.090
291 H 1.572 4.320 -1.961  C219 1.090
292 C 1.055 1.847 -7.284  C43 1.544, N102 1.468, C269 1.513, H308 1.090
293 H 2.982 0.840 -6.706  C269 1.090
294 H -2.375 -6.789 0.158  C202 1.090
295 O 6.515 4.363 -1.547  C87 1.419, C305 1.396
296 H 4.968 2.062 1.646  C208 1.090
297 H 6.091 5.705 -0.084  C305 1.090
298 H -3.318 4.772 -2.965  C116 1.090
299 O 2.676 2.108 6.134  C168 1.448, C189 1.418
300 H -2.882 -2.360 -2.177  C223 1.090
301 C -3.350 -0.135 0.028  H112 1.090, O173 1.387, H227 1.090, H244 1.090
302 H 0.922 -7.787 -4.365  C159 1.090
303 O -0.578 -1.561 2.143  C9 1.391, C113 1.402
304 H -2.624 -8.735 -2.366  C290 1.090
305 C 6.912 5.063 -0.405  H169 1.090, H276 1.090, O295 1.396, H297 1.090
306 C -2.967 0.348 -7.874  O51 1.394, C52 1.532, H142 1.090, H211 1.090
307 H 4.357 -0.497 -4.849  C288 1.090
308 H 0.659 2.202 -8.236  C292 1.090
309 H 6.473 -2.191 -2.176  C215 1.090
310 C -0.818 5.152 -1.188  O44 1.406, H176 1.090, H236 1.090, H261 1.090
311 H -5.286 1.523 -6.487  C263 1.090
312 C -5.624 -3.779 3.227  H33 1.090, C137 1.554, C192 1.507, N228 1.455
313 C 2.976 5.604 1.756  C22 1.571, H31 1.090, C85 1.516, N164 1.418
314 H 1.919 -3.712 0.455  C218 1.090
315 H -3.384 2.325 -2.879  C63 1.090
316 H 2.291 6.987 -1.512  N97 1.010
317 H 1.246 5.252 0.714  N164 1.010
318 H 1.379 6.658 1.177  N164 1.010
319 O 4.802 -0.277 2.135  C238 1.441, C254 1.431
320 O -1.594 5.097 -5.014  C120 1.405, C143 1.434
321 H -3.514 -8.696 3.280  C70 1.090

Values from the calculation:
Lowest unoccupied orbital energy   0.371 eV
HOMO-LUMO gap   0.325 Ha
Largest force on an atom   3.94 eV/Å
Total energy   -155109.6916 eV
Relative energy (zero: lowest compared OMol25 entry of this formula, charge and spin)   304.4 kJ/mol